{
  "formula": "C24H37N4O4P",
  "method": "ωB97M-V with the def2-TZVPD basis set",
  "species": ["P", "O", "O", "O", "O", "N", "N", "N", "N", "C", "C", "C", "C", "C", "C", "C", "C", "C", "C", "C", "C", "C", "C", "C", "C", "C", "C", "C", "C", "C", "C", "C", "C", "H", "H", "H", "H", "H", "H", "H", "H", "H", "H", "H", "H", "H", "H", "H", "H", "H", "H", "H", "H", "H", "H", "H", "H", "H", "H", "H", "H", "H", "H", "H", "H", "H", "H", "H", "H", "H"],
  "coordinates": [[-0.006255, 1.303088, -2.069143], [4.755195, 0.025441, 3.379669], [2.418897, -2.863092, 0.743946], [0.246968, -0.068310, 3.798431], [-5.188527, -0.465905, 3.301793], [1.295303, 0.883047, -3.187024], [3.617905, -1.428962, 2.043060], [-1.243111, 0.840904, -3.242250], [2.490015, 0.030791, 3.562891], [-3.631306, 0.368377, -3.554497], [-2.606291, 0.063769, -1.269801], [-1.702829, -0.272644, 2.079352], [3.687326, -0.427086, 3.012935], [-0.708225, -0.405925, -3.839709], [2.626200, 0.204135, -1.153382], [-1.351876, -1.627222, 2.057628], [-3.585880, -2.156815, 2.772686], [2.840182, 2.505010, -2.161244], [-5.407211, 0.908946, 3.489397], [-3.919913, -0.798786, 2.846001], [2.561175, 0.976007, 4.645626], [2.417904, -1.985434, 1.589143], [4.850948, -1.940855, 1.509678], [-2.580438, 0.896750, -2.561643], [2.602577, 1.013781, -2.461042], [0.833770, -0.395334, -3.778175], [3.710950, 0.522662, -3.409742], [-2.340123, -2.564331, 2.378117], [1.232833, -0.467921, 3.207868], [-2.948411, 0.134503, 2.465397], [0.002083, -2.038759, 1.715447], [1.162999, -1.479149, 2.146841], [-2.901719, 2.368375, -2.243427], [-3.172484, 1.182272, 2.505098], [3.586977, -0.532914, -3.647941], [4.877990, -1.769830, 0.436133], [-2.195464, 2.778045, -1.522534], [-1.916354, 0.469777, -0.531486], [2.776368, 3.090515, -3.078482], [0.007462, -0.010835, -1.573717], [5.689032, -1.434785, 1.986425], [1.220440, -1.234845, -3.184187], [-2.085879, -3.611774, 2.371665], [1.551610, 1.243660, 4.956551], [-3.445667, -0.674691, -3.807664], [-1.062618, -0.456265, -4.878056], [-3.904647, 2.475491, -1.829555], [-2.331267, -0.973445, -1.455443], [-4.329740, -2.877598, 3.064243], [-5.385692, 1.418661, 2.525540], [4.908759, -3.009921, 1.702346], [4.698379, 0.656002, -2.969134], [-4.637433, 0.441513, -3.142831], [-1.128826, -1.277675, -3.320995], [2.093964, 2.891156, -1.468171], [3.096863, 1.865497, 4.323396], [2.431461, -0.852160, -1.332497], [-3.599293, 0.069118, -0.821168], [3.091749, 0.524196, 5.481420], [3.597285, 0.283707, -0.666138], [-6.390510, 1.036158, 3.942310], [1.276248, -0.488205, -4.779202], [3.680443, 1.080198, -4.346378], [-4.650908, 1.317075, 4.160921], [3.824304, 2.669140, -1.722015], [0.102018, -2.883284, 1.051048], [-0.943782, 0.448046, 1.830751], [1.881582, 0.570395, -0.447642], [-3.601317, 0.945148, -4.479348], [-2.842158, 2.973390, -3.148099]],
  "forces_ev_per_angstrom": [[0.058, -0.600, -1.901], [-0.593, -0.122, -0.086], [0.481, 0.212, 0.178], [0.422, -0.039, 0.137], [1.279, -0.871, -0.450], [-1.188, 1.019, 1.073], [-1.220, 0.382, 0.489], [1.071, 1.050, 1.166], [-0.228, -1.023, -1.013], [0.236, 0.086, 0.096], [-0.187, 0.161, -0.166], [0.524, -0.780, -0.030], [0.433, 0.281, 0.281], [-1.110, 0.260, -0.229], [0.185, 0.038, -0.153], [-0.296, 0.393, -0.028], [-0.916, 0.339, 0.329], [-0.196, -0.182, -0.151], [-0.172, 0.281, 0.059], [-0.195, -0.112, 0.100], [0.200, 0.496, 0.521], [0.390, -0.622, -0.625], [0.581, -0.263, -0.283], [-0.307, -0.482, -0.718], [0.327, -0.395, -0.709], [1.166, 0.253, -0.056], [-0.243, 0.050, 0.107], [0.688, 0.244, -0.243], [-0.582, 0.532, 0.580], [-0.976, 0.151, 0.260], [0.317, 0.381, 0.435], [-0.239, 0.149, -0.039], [0.215, -0.174, -0.156], [0.020, 0.305, -0.078], [0.001, -0.103, 0.032], [0.054, -0.090, -0.081], [-0.007, 0.038, 0.051], [-0.060, -0.010, 0.060], [-0.022, -0.054, -0.046], [-0.005, -0.344, 1.135], [-0.229, -0.030, -0.044], [-0.258, -0.079, -0.005], [-0.070, -0.224, -0.045], [0.188, -0.145, -0.170], [0.002, -0.096, 0.028], [0.183, -0.077, 0.150], [-0.040, -0.163, 0.024], [0.039, -0.091, -0.001], [-0.171, -0.163, 0.046], [-0.001, 0.241, 0.032], [0.039, -0.048, -0.100], [0.008, 0.005, 0.104], [-0.006, 0.002, 0.103], [0.269, -0.067, 0.026], [0.006, 0.037, 0.051], [0.068, 0.007, 0.045], [-0.032, -0.098, 0.007], [-0.100, 0.015, -0.022], [0.059, 0.104, 0.074], [0.154, 0.040, -0.034], [0.079, -0.153, -0.077], [-0.217, -0.049, 0.133], [-0.055, 0.057, 0.006], [-0.012, 0.198, -0.007], [0.045, -0.153, 0.034], [0.152, -0.191, -0.119], [-0.061, 0.229, -0.135], [-0.017, 0.044, 0.099], [0.048, 0.056, -0.003], [0.027, -0.046, -0.049]],
  "smiles": "COc1ccc(C=C2C(=O)N(C)C(=O)N(C)C2=O)cc1.CC(C)(C)N1CCN(C(C)(C)C)P1",
  "homo_ha": -0.314,
  "orbital_gap_ev": 7.7
}

{
  "formula": "C4H10NS2",
  "method": "ωB97M-V with the def2-TZVPD basis set",
  "species": ["S", "S", "N", "C", "C", "C", "C", "H", "H", "H", "H", "H", "H", "H", "H", "H", "H"],
  "coordinates": [[-2.276802, 0.697789, -0.111471], [-0.585644, 1.050690, -1.330419], [1.454005, -1.020625, -0.120552], [1.329192, -2.193373, -0.621748], [2.477712, -0.774586, 0.848563], [2.541120, 0.459645, 1.380472], [-1.543877, -0.248217, 1.335193], [3.150829, -1.597473, 1.074633], [0.522123, -2.408341, -1.294765], [-2.339213, -0.363978, 2.088509], [0.749790, -0.283843, -0.411094], [-1.271192, -1.221598, 0.997133], [1.961648, 1.295398, 0.976169], [-0.645608, 0.295278, 1.760489], [3.185397, 0.684043, 2.224880], [1.945123, -3.006051, -0.281240], [-0.462676, 2.314468, -0.875488]],
  "forces_ev_per_angstrom": [[1.400, -0.283, 0.842], [-1.266, 0.033, 0.336], [0.332, -1.082, -0.372], [-0.596, 0.284, 0.260], [-0.266, 2.176, 0.580], [0.045, -0.817, -0.301], [-0.225, 1.511, 0.173], [-0.373, 0.020, 0.047], [-0.199, 0.020, -0.429], [0.141, 0.255, -0.328], [1.347, -0.594, 0.509], [0.257, -0.829, -0.437], [-0.031, -0.365, 0.265], [-1.093, -0.380, -0.632], [0.169, -0.055, -0.320], [0.430, -0.118, -0.043], [-0.072, 0.225, -0.149]],
  "homo_ha": [-0.666, -0.666],
  "charge": 2,
  "orbital_gap_ev": [8.9, 5.4],
  "multiplicity": 2
}

{
  "formula": "C9H15N3",
  "method": "ωB97M-V with the def2-TZVPD basis set",
  "species": ["N", "N", "N", "C", "C", "C", "C", "C", "C", "C", "C", "C", "H", "H", "H", "H", "H", "H", "H", "H", "H", "H", "H", "H", "H", "H", "H"],
  "coordinates": [[1.468988, 1.593769, 0.559117], [-0.453096, 1.648366, -0.427765], [0.528758, 2.341062, -0.124824], [2.641758, 2.339113, 0.963988], [-0.999720, -1.648475, -0.338420], [-1.964227, -0.484570, -0.360088], [2.660269, -0.097360, 1.585795], [1.405869, 0.257169, 0.746817], [3.576187, 1.209767, 1.383281], [-1.038747, 0.627691, -0.559900], [-2.595911, -0.363369, 1.074147], [-2.937439, -0.452273, -1.505205], [3.149673, 2.900244, 0.233570], [-1.356699, -2.520520, 0.213801], [-1.899183, -0.224439, 1.934433], [-3.624390, 0.385041, -1.387735], [4.125482, 1.463012, 2.388509], [-3.241885, 0.488610, 1.231679], [3.075759, -1.080260, 1.336982], [2.245566, -0.221081, 2.695844], [-3.119200, -1.301059, 1.328464], [2.292665, 3.099462, 1.749692], [-0.785779, -2.055737, -1.285584], [4.311495, 1.040142, 0.620067], [-2.324772, -0.403992, -2.450876], [-3.467001, -1.461303, -1.453833], [0.023888, -1.320687, 0.026345]],
  "forces_ev_per_angstrom": [[0.157, -3.619, -0.499], [-1.692, -2.482, -0.229], [0.711, 2.505, -0.025], [-0.543, 0.046, 2.555], [1.491, -0.936, 0.848], [0.655, 1.030, 2.006], [-1.382, 1.719, 0.947], [0.613, 2.157, 0.489], [0.415, -0.781, 3.566], [1.147, 1.741, 0.093], [0.153, -0.524, 0.688], [-0.187, -1.988, -0.560], [-0.101, 0.730, -1.494], [-0.210, 0.300, 0.388], [0.323, -0.309, -1.119], [-0.083, -0.139, -0.321], [-0.793, -0.429, -1.983], [-0.581, 0.183, -0.569], [0.165, 0.469, -0.153], [0.959, 0.415, -2.117], [-0.136, 0.399, -0.316], [0.756, -1.217, -0.700], [-0.002, -0.166, -1.696], [0.376, -0.143, -0.314], [-0.994, 0.026, 0.807], [0.236, 1.431, -0.397], [-1.453, -0.421, 0.103]],
  "e_above_lowest_kj_mol": 604.7,
  "homo_ha": -0.278,
  "orbital_gap_ev": 8.5
}

{
  "formula": "C3H10N2O2",
  "method": "ωB97M-V with the def2-TZVPD basis set",
  "species": ["O", "O", "N", "N", "C", "C", "C", "H", "H", "H", "H", "H", "H", "H", "H", "H", "H"],
  "coordinates": [[0.264163, 1.126024, 0.060549], [-0.725620, 3.140153, 2.360506], [0.275949, -1.071923, -0.389970], [-1.759545, -2.194820, 0.080388], [0.666057, 0.215474, -0.649550], [1.727818, 0.553969, -1.631519], [-0.918198, -1.195935, 0.637639], [-0.575824, 2.595295, 1.632235], [-0.468227, -1.504240, 1.607892], [2.501427, 1.006048, -0.925401], [-1.512775, -3.214033, 0.171164], [0.114476, 3.603258, 2.523968], [1.555353, 1.312619, -2.418840], [-2.322924, -1.965118, -0.620446], [2.072615, -0.384203, -2.110947], [-1.333627, -0.081345, 0.599612], [0.438883, -1.941221, -0.927279]],
  "forces_ev_per_angstrom": [[-0.609, 0.497, 0.348], [0.039, 1.822, 2.153], [-0.801, 0.448, 0.999], [2.289, -2.722, 4.475], [-0.202, -0.238, 0.303], [1.752, -0.530, -0.081], [1.317, 1.007, -2.168], [0.570, -1.562, -2.070], [-0.641, 0.473, -0.623], [-0.518, -0.769, -1.263], [-0.394, 2.018, -0.117], [-0.550, -0.364, -0.178], [-0.564, -0.439, 0.690], [-2.615, 1.054, -3.422], [0.310, 0.662, 0.170], [0.546, -2.759, 0.567], [0.072, 1.402, 0.216]],
  "smiles": "CC(=O)NCN.O",
  "e_above_lowest_kj_mol": 167.1,
  "homo_ha": -0.338,
  "orbital_gap_ev": 10.0
}

| no. | DFT total energy (eV) |
| --- | --- |
| 1 | -48928.043 |
| 2 | -27449.734 |
| 3 | -14040.296 |
| 4 | -10347.756 |